# 1
# C33H34CrFIN9O4P

C33H34CrFIN9O4P as an isolated structure (ωB97M-V with the def2-TZVPD basis set, the OMol25 dataset).

```
84
Properties=species:S:1:pos:R:3:forces:R:3
Cr 0.45328 0.48221 -0.44470 0.0 0.0 0.0
C -0.84374 0.53533 3.65199 -0.1 0.0 -0.1
C 0.35527 0.15364 4.33239 0.1 0.0 0.0
C 1.50370 -0.01486 3.61269 0.0 0.0 0.0
C 1.52540 0.17438 2.21207 0.1 -0.1 0.1
N 0.32646 0.49844 1.56152 0.1 0.0 -0.1
C -0.78970 0.67974 2.29626 -0.1 0.0 0.1
C 2.67228 0.07586 1.36105 0.0 0.0 0.0
C 3.98380 -0.16390 1.82712 0.0 0.0 0.0
C 5.04343 -0.23146 0.94135 0.0 0.0 0.0
C 4.84225 -0.05115 -0.42329 0.0 0.0 0.0
C 3.54266 0.18237 -0.88866 0.1 0.0 0.0
C 2.44604 0.23662 -0.04158 0.0 -0.1 0.0
H -1.77091 0.70598 4.18026 0.0 0.0 0.0
H 0.35361 0.00443 5.40407 0.0 0.0 0.0
H 2.42031 -0.29416 4.11602 0.0 0.0 0.0
H -1.67242 0.94298 1.72493 0.0 0.0 0.0
H 4.17530 -0.28700 2.88629 0.0 0.0 0.0
H 6.04161 -0.41698 1.32091 0.0 0.0 0.0
H 5.67705 -0.08573 -1.11231 0.0 0.0 0.0
H 3.41309 0.34293 -1.95619 0.0 0.0 0.0
I 2.35266 -2.57570 -5.15767 0.0 0.0 0.0
C 1.32833 -0.90980 -4.46264 0.0 0.0 0.0
C 0.62116 -0.07638 -5.31298 0.0 0.0 0.0
C -0.04434 1.00658 -4.76490 0.0 0.0 0.0
C 0.00191 1.20251 -3.39777 0.0 0.0 0.0
N 0.68366 0.39963 -2.58137 0.0 0.0 0.1
C 1.34164 -0.63203 -3.10872 0.1 -0.1 0.0
H 0.58725 -0.27037 -6.37644 0.0 0.0 0.0
H -0.60972 1.68539 -5.38738 0.0 0.0 0.0
H -0.53065 2.02115 -2.93384 0.0 0.0 0.0
H 1.90969 -1.24183 -2.41934 0.0 0.0 0.0
N 0.69563 6.75632 -0.01612 0.0 0.0 0.0
C 0.66055 5.40698 -0.16424 0.0 0.0 0.0
C 1.79942 4.61876 0.04012 0.0 0.0 0.0
C 1.71839 3.25434 -0.10641 0.0 0.0 0.0
N 0.58689 2.61559 -0.44514 0.0 0.0 0.0
C -0.50613 3.37222 -0.63408 0.0 0.0 0.0
C -0.51976 4.74027 -0.51615 0.0 0.0 0.0
H 1.55568 7.22808 0.18995 0.0 0.0 0.0
H -0.11396 7.31500 -0.20869 0.0 0.0 0.0
H 2.74336 5.06845 0.31968 0.0 0.0 0.0
H 2.58462 2.62641 0.05209 0.0 0.0 0.0
H -1.41390 2.84579 -0.88929 -0.1 0.0 0.0
H -1.44371 5.27571 -0.69423 0.0 0.0 0.0
C -1.18411 -4.66744 0.31472 0.0 0.0 0.0
N -0.44328 -4.52306 -0.93712 0.0 0.0 0.0
C 0.92067 -5.00557 -0.72794 0.0 0.0 0.0
N 1.61647 -4.35504 0.37884 0.0 0.0 0.0
C 0.81202 -4.50071 1.59131 0.0 0.0 0.0
N -0.55745 -4.00464 1.45537 0.0 0.0 0.0
C -0.58084 -2.54871 1.31606 0.0 0.0 0.0
P 0.33538 -1.98443 -0.18844 0.0 0.0 0.0
C -0.45834 -3.13687 -1.40553 0.0 0.0 -0.1
C 1.89154 -2.94737 0.08891 0.0 0.0 0.0
H -1.25653 -5.73359 0.54149 0.0 0.0 0.0
H -2.19277 -4.27138 0.17972 0.0 0.0 0.0
H 1.49490 -4.86270 -1.64607 0.0 0.0 0.0
H 0.86859 -6.07561 -0.51312 0.0 0.0 0.0
H 1.30218 -3.97059 2.40970 0.0 0.0 0.0
H 0.76302 -5.56325 1.83917 0.0 0.0 0.0
H -0.13190 -2.08455 2.19794 0.0 0.0 0.0
H -1.61469 -2.19782 1.25934 0.0 0.0 0.0
H 0.06176 -3.07736 -2.36575 0.0 0.0 0.0
H -1.48212 -2.81188 -1.59092 0.0 0.0 0.0
H 2.44336 -2.49473 0.91494 0.0 0.0 0.0
H 2.53408 -2.87421 -0.79294 0.0 0.0 0.0
F -4.52685 -0.30430 3.38390 0.0 0.0 0.0
C -4.37651 0.56142 2.37907 0.0 -0.1 0.0
C -4.28311 0.14838 1.11383 0.0 0.1 0.0
N -4.13762 1.02728 0.05942 0.0 -0.1 0.0
C -3.86441 0.49732 -1.26698 0.0 0.0 0.0
C -2.39749 0.09820 -1.48079 0.0 -0.1 0.0
O -2.13619 -0.61559 -2.44143 0.0 0.0 0.0
O -1.58113 0.57569 -0.61796 0.0 0.1 0.0
C -3.98863 2.37680 0.27312 0.1 0.1 -0.1
O -3.75790 3.17836 -0.61494 -0.1 -0.1 0.0
N -4.12490 2.77012 1.58915 0.0 0.0 0.0
C -4.30504 1.97705 2.72164 0.0 0.0 0.0
O -4.38172 2.45077 3.82818 0.0 0.0 0.0
H -4.31865 -0.90182 0.85992 0.0 0.0 0.0
H -4.12022 1.25698 -2.00160 0.0 0.0 0.0
H -4.49758 -0.36982 -1.44435 0.0 0.0 0.0
H -4.03144 3.76194 1.75352 0.0 0.0 0.0
```
Forces are in eV/Å.

## Properties
⟨S²⟩: 6.065
LUMO energy (alpha / beta), eV: 0.0 / -0.1
Frontier orbital gap (alpha / beta), eV: 4.2 / 7.3
Calculated total energy, eV: -104904.78918
HOMO level (alpha / beta), eV: -4.137 / -7.413
Net charge: 0
F_max, eV/Å: 0.2
2S+1: 5
Energy relative to the best compared isomer or geometry (same formula, charge and spin), kJ/mol: 0.0

=====

# 2
# C28H39ClN5O4SZr

C28H39ClN5O4SZr as an isolated structure (ωB97M-V with the def2-TZVPD basis set, the OMol25 dataset).

```
79
Properties=species:S:1:pos:R:3:forces:R:3
Zr -0.04269 0.80227 1.63328 -1.6 -3.3 -2.0
C 0.89103 3.28937 4.55973 0.0 -0.1 0.0
C 0.86830 3.26663 3.05663 0.0 0.1 0.2
C -0.26172 3.68990 2.35454 0.2 0.0 0.2
C -0.26991 3.70109 0.96407 0.0 0.1 -0.1
C 0.85400 3.29478 0.25751 -0.1 0.0 -0.1
C 1.99003 2.87478 0.94615 0.2 -0.1 -0.2
C 1.99744 2.86391 2.33196 -0.1 -0.2 0.2
H 1.29881 4.23593 4.91726 0.0 0.0 0.0
H 1.50557 2.48212 4.95749 0.0 0.0 0.0
H -0.11246 3.17809 4.97109 0.0 0.1 0.0
H -1.13951 4.00554 2.90510 0.0 0.0 0.0
H -1.15848 4.01788 0.43570 0.0 0.0 0.0
H 0.84320 3.29713 -0.82314 0.0 0.0 0.0
H 2.86244 2.54617 0.39780 0.0 0.0 0.0
H 2.88077 2.53694 2.86745 0.0 0.0 0.0
Cl -5.72427 1.26083 6.11104 -0.1 0.0 0.0
C -4.59443 1.30052 4.79886 0.1 -0.1 0.3
C -4.98998 1.81544 3.55141 0.3 0.0 -0.2
C -4.10418 1.85185 2.51035 -0.4 0.1 -0.2
C -2.77184 1.38544 2.60953 -0.2 -0.2 0.7
O -2.00456 1.46194 1.58851 -0.6 1.7 0.7
C -2.38604 0.86270 3.91530 1.2 -0.3 -0.3
C -1.09209 0.34329 4.29935 -1.3 1.1 0.5
O -0.04223 0.21771 3.62841 0.5 3.2 1.9
C -3.32660 0.83868 4.97625 -0.5 0.2 0.0
H -5.99463 2.18746 3.40393 0.0 0.0 0.1
H -4.42794 2.25358 1.55894 0.1 0.0 0.0
H -1.05162 0.01759 5.34420 0.1 -0.2 -0.1
H -3.04002 0.45069 5.94524 0.1 0.0 0.0
O -1.03126 -0.71118 1.61313 -1.5 1.6 -0.3
C 4.12835 -2.44225 -0.14808 0.0 0.2 -0.1
N 3.00787 -2.36419 0.78423 0.2 -0.5 -0.2
C 2.74605 -3.37792 1.64881 -0.1 -0.1 0.1
C 1.72408 -3.31081 2.52202 0.0 0.4 -0.3
C 0.92589 -2.12143 2.50465 -0.5 -0.3 0.0
N 1.18820 -1.10309 1.64827 2.9 -1.0 0.9
C 2.24624 -1.20491 0.76897 0.2 0.0 0.7
O 2.52337 -0.30473 -0.01086 0.5 0.3 0.5
N -0.10954 -2.05925 3.36580 -0.8 0.0 -0.6
H 4.60046 -3.41899 -0.09090 -0.1 0.0 0.1
H 4.85756 -1.67037 0.09264 0.0 0.0 -0.1
H 3.77222 -2.27230 -1.16242 0.0 0.0 0.0
H 3.39981 -4.23804 1.60422 0.1 0.0 -0.1
H 1.50234 -4.09609 3.22526 0.1 -0.1 0.0
H -0.56869 -2.93417 3.57074 0.4 -0.2 0.1
H -0.78523 -1.25041 3.11634 1.0 -2.8 -0.5
C 0.33187 1.08483 -5.84167 0.1 0.1 0.1
C -0.30065 2.40573 -5.40606 -0.1 -0.2 -0.2
C -1.55535 2.26250 -4.54136 0.3 0.1 -0.1
C -1.31555 1.65186 -3.16729 -0.6 0.0 0.1
N -1.16061 0.20760 -3.24004 0.1 0.1 0.2
C -0.64526 -0.56695 -2.26276 -0.6 0.0 -0.6
S -0.01559 0.03278 -0.85144 0.2 0.4 -1.7
N -0.63371 -1.88235 -2.54788 0.3 0.0 0.2
C -0.19065 -2.93458 -1.64135 -0.6 -0.2 0.1
C 0.19627 -4.19988 -2.39447 0.4 0.1 0.0
C 1.58424 -4.15665 -3.03722 -0.1 0.0 -0.3
C 1.74101 -3.12922 -4.15710 0.2 0.0 0.1
H 1.11683 1.26741 -6.57598 0.0 0.0 0.0
H -0.40812 0.42474 -6.30068 0.0 0.0 0.0
H 0.79087 0.56133 -5.00226 -0.1 0.0 0.0
H -0.57150 2.96929 -6.30173 0.0 0.1 0.0
H 0.44303 3.00559 -4.87396 0.0 0.0 0.0
H -2.31635 1.69052 -5.08339 0.0 0.0 0.0
H -1.96738 3.26202 -4.38842 -0.1 -0.1 0.0
H -2.17617 1.85846 -2.52083 0.1 0.2 0.1
H -0.43573 2.09167 -2.69745 0.1 -0.1 0.0
H -1.68881 -0.25603 -3.96256 0.1 0.0 -0.1
H -1.16076 -2.18456 -3.35167 0.1 0.0 -0.1
H -1.02430 -3.15148 -0.96574 0.2 0.0 0.2
H 0.64113 -2.57927 -1.03345 0.0 0.1 -0.1
H -0.55763 -4.43724 -3.15273 0.0 0.0 0.0
H 0.18872 -5.02495 -1.67901 -0.1 0.0 0.0
H 1.79915 -5.14733 -3.44456 0.0 0.0 0.1
H 2.33671 -3.96789 -2.26503 0.0 0.0 0.0
H 0.95062 -3.23425 -4.90341 0.0 0.0 0.0
H 2.69778 -3.26556 -4.66248 0.0 0.0 0.0
H 1.72179 -2.10830 -3.77277 -0.1 0.0 0.0
```
Forces are in eV/Å.

## Properties
LUMO energy, eV: -3.1
Frontier orbital gap, eV: 7.2
Calculated total energy, eV: -69944.28557
HOMO level, eV: -10.373
Net charge: +1
F_max, eV/Å: 4.2
2S+1: 1
Energy relative to the best compared isomer or geometry (same formula, charge and spin), kJ/mol: 447.9

=====

# 3
# C29H62BN4O7S2

A 2-piece molecular cluster, C29H62BN4O7S2 overall (ωB97M-V with the def2-TZVPD basis set, the OMol25 dataset).

```
105
Properties=species:S:1:pos:R:3:forces:R:3
C -2.08705 8.35555 -0.63550 0.0 -0.2 -0.1
C -0.99828 7.33875 -1.02589 0.0 0.7 1.0
C -0.50991 6.59226 0.25292 0.1 -0.5 -1.2
C -0.34190 5.05880 0.04515 0.6 0.8 0.0
C 1.11723 4.58408 0.22348 -0.4 -0.6 0.1
C 1.18748 3.10006 0.70544 0.4 0.8 -0.3
C 1.70895 2.95460 2.15928 -1.2 0.3 -0.4
C 0.70248 2.19536 3.06065 0.8 0.0 0.9
C 1.21721 0.87547 3.68461 -0.5 -0.1 -0.9
C 2.14231 0.05226 2.78370 0.7 -0.6 0.9
C 2.52367 -1.25831 3.52333 -0.7 0.3 -0.4
C 1.33426 -2.23979 3.55495 0.6 0.3 0.3
C 1.73474 -3.69607 3.81697 -0.7 -0.1 -0.1
C 2.41281 -4.34393 2.60483 -0.4 0.0 0.5
C 1.44547 -4.50494 1.39908 2.8 1.0 0.7
C 2.28104 -4.19554 0.13415 -2.8 -0.6 0.2
C 1.20502 -4.62443 -0.92792 2.1 -0.3 -0.4
C 0.01077 -3.67849 -0.99402 -0.4 0.5 -0.2
B 0.43098 -2.15030 -1.19207 0.0 0.2 -0.3
O -0.18185 -1.14335 -0.51570 -0.5 -0.4 0.4
O 1.43577 -1.75667 -2.05581 0.6 -0.6 0.8
C 2.01550 -4.78480 -2.22801 -0.2 -0.8 0.0
C 1.25152 -5.35090 -3.38912 0.8 0.1 -0.4
O 0.07040 -5.33319 -3.51673 -1.5 0.1 0.2
O 2.03020 -5.90149 -4.33151 0.4 -0.1 0.0
C 0.92551 -5.99313 -0.26310 -1.0 0.4 -0.9
C 0.59329 -7.29117 -0.89521 0.1 0.0 -0.2
C -0.96174 -7.61443 -1.02845 -0.9 -1.0 0.4
N -1.18012 -9.00454 -0.52102 0.8 0.4 -0.1
N -1.42321 -7.60459 -2.40384 0.6 0.1 0.5
N -1.83451 -6.76511 -0.25985 0.3 0.1 -0.1
N 1.01519 -5.86569 1.01626 -0.1 0.3 0.7
C 0.78386 -6.85733 2.03754 -0.6 -0.6 1.0
S -0.68874 -6.42505 3.06438 0.1 -0.1 -0.1
C -1.37201 -8.08552 3.42169 -0.6 -0.5 -0.9
C -2.81014 -8.27499 2.84654 0.5 0.5 0.5
H -1.61178 9.22470 -0.17998 -0.1 0.1 0.0
H -2.75734 7.93489 0.11647 -0.1 -0.1 -0.1
H -2.69593 8.69633 -1.47190 0.1 0.1 -0.1
H -1.31328 6.64964 -1.80796 -0.2 0.0 0.1
H -0.16048 7.92435 -1.40699 0.0 -0.2 -0.3
H -1.21178 6.78041 1.06170 0.1 0.0 0.1
H 0.46333 7.00858 0.51689 -0.1 0.1 0.3
H -1.01279 4.55014 0.73871 0.1 -0.2 -0.1
H -0.62201 4.81221 -0.97955 -0.4 -0.2 0.1
H 1.64758 4.66243 -0.72640 0.0 0.2 0.0
H 1.62064 5.25815 0.91914 0.1 -0.2 0.1
H 0.16781 2.72780 0.62098 0.0 -0.3 0.1
H 1.78688 2.55002 -0.02447 0.1 -0.2 0.2
H 2.71949 2.55619 2.20101 0.0 -0.2 0.0
H 1.77223 3.97245 2.54345 0.2 0.0 0.1
H 0.46164 2.85899 3.89497 -0.1 -0.1 0.0
H -0.25031 2.00817 2.56967 0.1 0.0 -0.4
H 0.33405 0.25249 3.85423 0.0 0.0 0.3
H 1.67932 1.02407 4.66181 0.2 0.1 -0.1
H 3.09045 0.55908 2.59921 -0.2 0.3 -0.1
H 1.68651 -0.18515 1.81754 -0.1 0.1 0.0
H 3.41175 -1.72080 3.08327 0.0 0.0 -0.1
H 2.77954 -0.96518 4.54426 0.2 -0.2 0.0
H 0.77126 -2.10474 2.62213 0.0 -0.2 0.0
H 0.66729 -1.91589 4.35356 -0.1 -0.1 0.0
H 2.35038 -3.73384 4.71647 0.2 -0.1 -0.1
H 0.81494 -4.24519 4.04263 0.1 -0.1 0.1
H 2.94264 -5.26426 2.85691 -0.1 -0.1 0.0
H 3.18686 -3.64397 2.29016 0.1 -0.1 -0.2
H 0.62767 -3.81550 1.59242 -0.4 -0.3 -0.4
H 2.69064 -3.19623 0.06292 0.1 0.0 -0.1
H 2.98466 -5.02534 0.12414 0.9 0.7 0.0
H -0.66058 -3.93211 -1.82005 0.2 -0.2 0.0
H -0.60056 -3.73329 -0.08978 0.0 -0.2 0.0
H -0.92820 -1.47087 0.00663 0.2 0.3 0.0
H 2.05891 -1.22646 -1.53295 -0.2 0.5 -0.7
H 2.48926 -3.85661 -2.54253 -0.2 0.2 0.1
H 2.84044 -5.47063 -2.01285 0.1 0.0 -0.1
H 1.43042 -6.20479 -5.03406 0.1 0.1 0.0
H 1.03256 -8.05984 -0.26417 0.0 -0.1 0.0
H 1.08198 -7.41886 -1.86076 0.0 0.3 -0.1
H -0.78614 -9.10041 0.41583 -0.3 0.0 0.0
H -0.58573 -9.59956 -1.10035 -0.2 -0.2 0.1
H -2.16471 -8.29900 -2.43213 -0.1 0.2 -0.2
H -0.66952 -7.90441 -3.01195 -0.2 0.0 -0.2
H -1.52886 -6.60079 0.69269 -0.2 0.1 0.0
H -2.07082 -5.91083 -0.74853 0.1 -0.1 0.0
H 0.61078 -7.84867 1.63380 0.0 0.1 -0.3
H 1.62527 -6.94006 2.71800 0.3 0.3 -0.3
H -0.74473 -8.82573 2.92375 0.3 0.1 0.3
H -1.35294 -8.29177 4.48569 0.2 0.2 0.1
H -3.13064 -7.32499 2.42264 -0.3 -0.1 0.0
H -3.47927 -8.55716 3.65547 -0.1 0.0 -0.1
H -2.84139 -9.02822 2.06365 0.0 0.0 0.0
O -4.38575 11.31498 -4.01499 0.0 0.0 0.3
S -3.02118 11.15717 -4.41260 0.2 0.2 -0.6
O -2.06700 10.54369 -3.54205 -0.1 -0.1 0.2
O -2.45603 12.56821 -4.89232 -0.1 -0.2 -0.1
C -2.58520 13.68708 -3.99529 0.1 0.5 0.5
C -1.56506 13.64310 -2.87429 0.0 -0.3 0.1
C -2.95966 10.35507 -5.98013 0.0 0.0 -0.1
H -3.60273 13.73978 -3.60418 0.0 -0.2 -0.1
H -2.42535 14.57707 -4.60164 0.0 -0.2 -0.2
H -1.75658 12.80932 -2.19915 0.0 0.0 0.0
H -1.60116 14.56518 -2.29345 0.0 0.0 -0.1
H -0.55932 13.51321 -3.27467 0.0 0.1 0.0
H -3.65052 10.85144 -6.65622 0.0 0.0 0.0
H -3.25661 9.31964 -5.82774 0.0 0.0 0.1
H -1.94149 10.40167 -6.35794 0.0 0.0 0.0
```
Forces are in eV/Å.

## Properties
LUMO energy, eV: -3.6
Frontier orbital gap, eV: 7.9
Calculated total energy, eV: -73714.40657
HOMO level, eV: -11.498
Net charge: +1
F_max, eV/Å: 3.0
2S+1: 1

=====

The lowest calculated total energy belongs to which entry?
C33H34CrFIN9O4P